{"formula": "C3BrF8N", "method": "wB97M-V/def2-TZVPD", "elements": ["F", "C", "F", "F", "N", "C", "F", "F", "F", "C", "F", "F", "Br"], "positions_angstrom": [[1.2066, 1.4721, -0.8706], [0.8382, 0.9021, 0.2786], [1.9236, 0.3349, 0.8593], [0.5063, 1.9140, 1.1671], [-0.2270, 0.0075, 0.1225], [0.2602, -1.3024, 0.1743], [-0.6217, -2.2227, -0.2980], [1.3857, -1.4782, -0.5744], [0.5970, -1.6536, 1.4313], [-1.5798, 0.4362, -0.5503], [-1.4668, 1.7272, -0.7557], [-1.5673, -0.1442, -1.7101], [-3.1088, -0.0012, 0.5710]], "atomic_forces_ev_per_a": [[0.1000, -0.0196, 0.2374], [0.6557, 2.3964, 1.8269], [-0.7265, 0.5331, -0.7222], [-0.0576, -0.7168, -1.2433], [-1.2461, 0.0393, -0.1915], [0.1021, -2.4384, -0.4238], [0.1915, 1.0470, 0.5796], [-0.7204, 0.0136, 0.0837], [-0.4583, -0.1349, -0.4423], [2.9232, -0.6667, 1.6503], [-0.4344, 0.6746, 0.3667], [-0.9684, -0.8520, -1.1173], [0.6391, 0.1244, -0.6042]], "mulliken_charge": [-0.259, 0.754, -0.249, -0.297, 0.054, 0.789, -0.252, -0.281, -0.276, 0.425, -0.181, -0.172, -0.054], "de_lowest_ev": 0.000, "spin_multiplicity": 1, "total_energy_ev": -96383.4424, "homo_energy_ha": -0.4316, "largest_force_ev_per_a": 3.42, "homo_lumo_gap_ev": 11.8}


{"formula": "C2HNO3", "method": "wB97M-V/def2-TZVPD", "elements": ["O", "C", "C", "O", "N", "O", "H"], "positions_angstrom": [[-0.3508, -1.4290, 0.0502], [-0.7915, -0.2934, 0.0284], [0.0739, 0.8431, -0.0067], [-0.1377, 2.0100, -0.0409], [1.4719, 0.1516, 0.1172], [1.6422, -0.9912, -0.1174], [-1.9081, -0.2910, -0.0306]], "atomic_forces_ev_per_a": [[-1.6709, 0.0633, 0.2911], [-2.6711, -3.6417, 0.1008], [2.4632, -0.5860, -0.2488], [0.2218, 0.3698, 0.0971], [0.0327, 2.1095, 0.2859], [1.0789, 0.5113, -0.4329], [0.5454, 1.1739, -0.0932]], "mulliken_charge": [-0.417, 0.278, 0.178, -0.434, 0.187, -0.185, 0.391], "de_lowest_ev": 4.933, "spin_multiplicity": 1, "total_energy_ev": -9717.4961, "homo_energy_ha": [-0.3287, -0.3324], "largest_force_ev_per_a": 4.52, "homo_lumo_gap_ev": [7.4, 7.2]}


{"formula": "C8H9F2N3O2", "method": "wB97M-V/def2-TZVPD", "elements": ["C", "C", "C", "C", "C", "C", "C", "C", "N", "N", "N", "O", "O", "F", "F", "H", "H", "H", "H", "H", "H", "H", "H", "H"], "positions_angstrom": [[0.8800, 3.8110, -0.3719], [1.7023, 2.7112, -0.8863], [-1.0240, 3.7753, 1.1655], [3.1443, -1.5001, -1.1910], [-1.2818, -1.9339, 0.1014], [-0.2216, -0.9442, 0.7563], [-1.2582, -1.0558, -1.2388], [0.3962, 0.7584, -1.1153], [-0.2940, 3.6946, 0.1901], [1.3693, 1.4597, -0.8649], [-0.3123, -0.1409, -0.5874], [3.9154, -2.3590, -0.9549], [3.2754, -0.2418, -0.9566], [-2.3308, 3.7951, 0.9222], [1.9191, -1.7663, -1.7261], [1.3272, 4.6755, -0.7060], [2.7753, 2.9630, -1.0950], [-1.0075, -2.9565, -0.0230], [-2.1664, -1.9232, 0.6374], [-0.4706, -0.3330, 1.7288], [0.7400, -1.5219, 0.7660], [-1.0122, -1.5961, -2.1657], [-2.2555, -0.4914, -1.2976], [2.5727, 0.5124, -1.1540]], "atomic_forces_ev_per_a": [[-1.0911, -3.6301, -0.4493], [0.8277, 1.7701, 1.5549], [-1.1120, 0.1943, 2.7544], [-0.4848, 0.3107, 0.0398], [1.4610, 1.8407, -0.9394], [-0.1395, -0.3514, -0.7219], [-2.5817, 0.0044, 1.9642], [-2.1930, -0.6163, -0.7055], [3.6254, 0.2376, -3.1711], [1.3285, 1.3100, -0.5979], [0.5494, -1.5947, 1.4462], [0.1262, -0.4583, -0.0900], [0.5678, 1.7159, 0.0662], [-0.6476, -0.1394, -0.3717], [-0.1863, -0.2264, -0.1861], [0.2652, 2.6848, 0.0799], [-1.1913, -0.2726, 0.1666], [0.6985, -0.5572, -0.0233], [-2.0353, 0.1689, 0.6921], [0.4990, -1.3000, -2.1223], [-0.5218, 1.1856, 0.4319], [0.3614, 0.6495, 0.4123], [1.3527, -0.9490, -0.5053], [0.5216, -1.9772, 0.2754]], "mulliken_charge": [-0.119, -0.183, -0.181, 0.668, -0.594, -0.372, -0.586, -0.038, 0.002, -0.245, 0.177, -0.485, -0.499, -0.164, -0.222, 0.380, 0.283, 0.287, 0.303, 0.316, 0.181, 0.300, 0.305, 0.486], "de_lowest_ev": 3.121, "spin_multiplicity": 1, "total_energy_ev": -22435.9779, "homo_energy_ha": [-0.2864, -0.2857], "largest_force_ev_per_a": 4.82, "homo_lumo_gap_ev": [6.8, 6.7]}


{"formula": "C5H5BrO", "method": "wB97M-V/def2-TZVPD", "elements": ["C", "C", "C", "C", "C", "O", "Br", "H", "H", "H", "H", "H"], "positions_angstrom": [[1.7250, 0.9370, 1.5001], [0.9610, 0.4702, 0.5212], [2.3568, 1.2752, 2.4702], [0.0232, -0.6771, 0.5816], [-1.2093, -0.4257, -0.2499], [0.2193, -1.6504, 1.2206], [-0.0143, 2.9417, 3.9881], [1.2166, 1.0350, -0.3983], [2.6594, 1.4098, 3.4889], [-1.5058, 0.5207, 0.1644], [-1.8918, -1.2494, -0.0896], [-0.9425, -0.2954, -1.2988]], "atomic_forces_ev_per_a": [[-1.6028, -1.6134, -1.2995], [1.9953, 1.4906, -0.9938], [-0.1055, 1.5317, 3.3353], [-0.9963, 0.7819, -1.5764], [1.0176, -0.3904, 0.3764], [0.6608, -1.2860, 1.2015], [0.9148, -0.6413, -0.6628], [-0.9622, -0.6863, 0.0285], [0.5526, 0.1147, -0.2025], [-1.0394, 0.5320, -0.1456], [-0.3481, 0.1500, -0.0659], [-0.0868, 0.0165, 0.0048]], "mulliken_charge": [-0.150, -0.225, -0.133, 0.744, -1.060, -0.457, -0.468, 0.311, 0.452, 0.364, 0.284, 0.337], "de_lowest_ev": 3.225, "spin_multiplicity": 1, "total_energy_ev": -77350.5715, "homo_energy_ha": [-0.3199, -0.3200], "largest_force_ev_per_a": 3.67, "homo_lumo_gap_ev": [4.9, 4.9]}


{"formula": "C15H23NO3", "method": "wB97M-V/def2-TZVPD", "elements": ["C", "C", "C", "C", "C", "N", "C", "C", "O", "C", "C", "O", "C", "C", "O", "C", "C", "C", "C", "H", "H", "H", "H", "H", "H", "H", "H", "H", "H", "H", "H", "H", "H", "H", "H", "H", "H", "H", "H", "H", "H", "H"], "positions_angstrom": [[3.8424, 2.1778, -1.3496], [4.4157, 0.9675, -1.0023], [3.7053, 0.0581, -0.2370], [2.4198, 0.3523, 0.1964], [1.6423, -0.6215, 1.0388], [0.3498, -0.9482, 0.4472], [-0.4465, -1.8068, 1.3021], [-0.7517, -1.2306, 2.6962], [-1.1321, 0.1200, 2.7465], [-2.3324, 0.4634, 2.0802], [-2.0396, 1.2539, 0.7915], [-3.1807, 1.3661, -0.0449], [-3.3444, 0.3199, -0.9710], [-2.3732, 0.3966, -2.1657], [-1.0394, 0.0532, -1.8698], [-0.7768, -1.3251, -1.7357], [0.4862, -1.5015, -0.8901], [1.8540, 1.5740, -0.1496], [2.5589, 2.4777, -0.9223], [4.3944, 2.8855, -1.9508], [5.4167, 0.7271, -1.3307], [4.1567, -0.8888, 0.0267], [1.4410, -0.1496, 2.0033], [2.2449, -1.5324, 1.2123], [0.0392, -2.7907, 1.4609], [-1.3932, -1.9915, 0.7901], [0.1329, -1.2883, 3.3351], [-1.5334, -1.8663, 3.1454], [-2.9202, -0.4318, 1.8466], [-2.9207, 1.0804, 2.7687], [-1.7580, 2.2765, 1.0536], [-1.2062, 0.7778, 0.2683], [-4.3639, 0.4279, -1.3513], [-3.2624, -0.6577, -0.4770], [-2.3292, 1.4337, -2.5069], [-2.7615, -0.2333, -2.9798], [-0.6069, -1.7719, -2.7289], [-1.6274, -1.8478, -1.2822], [1.2866, -0.9550, -1.3909], [0.7495, -2.5750, -0.8700], [0.8556, 1.8024, 0.1868], [2.1079, 3.4218, -1.1905]], "atomic_forces_ev_per_a": [[0.0942, 0.0252, -0.0609], [0.1080, 0.0343, -0.0682], [-0.0877, -0.0237, 0.0770], [0.1319, -0.0121, 0.0770], [-0.1308, -0.0244, 0.0714], [0.1268, -0.1447, 0.0223], [-0.1343, 0.2707, 0.1582], [0.1145, -0.2687, -0.0400], [0.0834, 0.2501, -0.0971], [-0.2001, 0.1939, -0.2231], [0.2336, -0.1504, 0.2175], [-0.1146, 0.1444, 0.1263], [0.3138, 0.0120, -0.3434], [-0.3815, 0.0136, 0.1926], [0.2404, 0.0244, 0.1190], [0.1850, -0.1431, 0.0685], [-0.3473, 0.1119, -0.2571], [0.0455, -0.0566, 0.0190], [-0.0567, 0.0772, 0.0026], [0.0340, 0.0540, -0.0455], [0.0700, -0.0114, -0.0296], [0.0071, -0.0920, 0.0273], [0.0805, -0.1109, 0.0288], [0.0099, 0.0842, 0.0444], [-0.0903, 0.0447, -0.0082], [0.0070, -0.0801, 0.0079], [-0.0829, -0.0973, -0.0404], [0.1382, 0.0563, -0.0293], [-0.0168, -0.0052, -0.0136], [0.0000, -0.1239, -0.0922], [0.0523, -0.0678, 0.0081], [-0.1161, 0.1175, 0.1214], [0.0695, -0.1176, -0.0216], [-0.0480, -0.0166, -0.0226], [-0.1317, -0.0798, -0.0382], [-0.0052, 0.0471, 0.0126], [-0.0442, 0.0076, 0.1387], [0.0219, 0.0192, -0.0299], [-0.0226, -0.1424, -0.0528], [0.0499, 0.0693, -0.0326], [-0.1651, 0.0315, 0.0239], [-0.0416, 0.0793, -0.0182]], "mulliken_charge": [-0.379, -0.623, -0.543, 0.068, -0.765, 1.163, -0.987, -0.944, -0.342, -0.635, 0.594, -0.466, -0.382, -0.627, -0.299, -0.558, -1.124, 0.162, -0.755, 0.381, 0.379, 0.355, 0.391, 0.332, 0.461, 0.365, 0.414, 0.443, 0.341, 0.291, 0.378, -0.566, 0.444, 0.180, 0.309, 0.388, 0.467, 0.344, 0.335, 0.315, 0.295, 0.398], "de_lowest_ev": 3.780, "spin_multiplicity": 1, "total_energy_ev": -23559.1324, "homo_energy_ha": -0.3194, "largest_force_ev_per_a": 0.47, "homo_lumo_gap_ev": 9.6}


{"formula": "C6H8O2", "method": "wB97M-V/def2-TZVPD", "elements": ["C", "C", "C", "C", "O", "C", "C", "O", "H", "H", "H", "H", "H", "H", "H", "H"], "positions_angstrom": [[0.1181, 0.3343, -2.1882], [0.0977, 0.4005, -0.9072], [-1.1656, 0.3678, -0.1911], [-1.1705, -0.9894, 0.6774], [-0.4097, -0.7252, 1.8421], [0.8685, -0.2277, 1.7952], [1.6602, 0.2913, 0.8484], [1.3007, 0.7387, -0.4028], [-0.4770, 0.5816, -3.1971], [1.2307, 0.7410, -2.4138], [-2.1200, 0.3627, -0.7980], [-1.2246, 1.3120, 0.5247], [-2.2809, -1.0368, 1.0894], [-0.7044, -1.7160, -0.1240], [1.4582, -0.8479, 2.5957], [2.8184, 0.4131, 0.8493]], "atomic_forces_ev_per_a": [[3.4042, 2.7608, -6.9626], [-2.0089, 0.9481, -0.4973], [-1.5815, 0.2014, 3.4488], [-1.3578, 2.8121, -1.1189], [0.0497, -0.1537, -0.0395], [2.2554, -3.3023, 1.3822], [1.3763, 0.4114, -0.8621], [0.2933, 0.0593, 2.0205], [0.3974, -1.3005, 3.1953], [-2.2390, -1.5670, -0.4501], [1.5568, 0.1099, 0.0839], [-0.0230, -1.9835, -1.1682], [2.4189, -1.0152, -1.0982], [-1.1784, 0.4191, 2.1939], [-0.9340, 1.9804, -1.1131], [-2.4295, -0.3803, 0.9854]], "mulliken_charge": [-0.653, 0.447, -0.716, -0.383, -0.316, -0.273, 0.016, -0.387, 0.264, 0.181, 0.349, 0.300, 0.312, 0.322, 0.245, 0.292], "de_lowest_ev": 5.108, "spin_multiplicity": 1, "total_energy_ev": -10441.6187, "homo_energy_ha": -0.3093, "largest_force_ev_per_a": 8.23, "homo_lumo_gap_ev": 9.3}